{"formula": "C25H19Br2ClN5O5S4V", "method": "wB97M-V/def2-TZVPD", "symbols": ["V", "O", "Cl", "O", "O", "O", "C", "C", "C", "C", "C", "C", "Br", "C", "C", "Br", "C", "O", "C", "N", "H", "H", "H", "H", "H", "H", "N", "C", "S", "N", "C", "C", "C", "C", "C", "C", "H", "H", "H", "H", "H", "H", "H", "H", "S", "C", "S", "C", "N", "N", "C", "C", "C", "C", "C", "C", "S", "H", "H", "H", "H", "H"], "coordinates": [[0.663055, -0.079654, 1.140137], [2.531180, -1.167557, 1.812721], [2.409979, -1.276945, 0.387578], [3.461088, -2.007114, -0.197955], [1.129187, -1.883526, 0.105119], [2.350089, 0.070788, -0.159542], [-1.610977, -1.689822, -2.638423], [-1.207771, 0.523613, -1.186665], [-2.372996, 1.163336, -1.665025], [-3.094730, 2.012204, -0.875934], [-2.618559, 2.307098, 0.422098], [-3.198644, 3.175193, 1.373833], [-4.777642, 4.114785, 0.928647], [-2.645073, 3.350918, 2.614942], [-1.432134, 2.731101, 2.950639], [-0.713785, 2.919569, 4.680424], [-0.777028, 1.935072, 2.035635], [0.379515, 1.326150, 2.184565], [-1.426066, 1.678146, 0.803359], [-0.750930, 0.762301, 0.041967], [-2.416767, -1.218234, -3.194805], [-1.971402, -2.095107, -1.696035], [-1.160741, -2.469211, -3.244860], [-2.674408, 0.981542, -2.686479], [-4.008128, 2.465797, -1.234589], [-3.132704, 3.985059, 3.341051], [2.114270, -2.048844, -4.006865], [0.973771, -1.602433, -4.508117], [-0.270037, -0.514034, -2.277446], [0.815873, -1.825035, -5.815893], [-0.316998, -1.449560, -6.562225], [-1.272171, -0.589234, -6.026633], [-2.387403, -0.245820, -6.770816], [-2.556802, -0.744268, -8.055285], [-1.598969, -1.588207, -8.592593], [-0.482072, -1.943037, -7.851408], [2.312596, -1.914478, -3.030046], [2.837527, -2.509582, -4.553962], [1.530198, -2.319468, -6.350714], [-1.103972, -0.197459, -5.033199], [-3.127867, 0.421244, -6.348070], [-3.427050, -0.466972, -8.634956], [-1.716903, -1.979264, -9.594449], [0.261722, -2.607551, -8.276137], [-0.018306, -1.667366, 7.937434], [0.043269, -1.327262, 6.325939], [-1.147523, -1.997819, 5.225627], [-0.337817, -1.213701, 3.879966], [0.690606, -0.545768, 4.246449], [0.923843, -0.581911, 5.593156], [2.066098, 0.166374, 6.029346], [2.343360, 0.431236, 7.366913], [3.483233, 1.147767, 7.704356], [4.343094, 1.616999, 6.728166], [4.052348, 1.372850, 5.394248], [2.925766, 0.653188, 5.040528], [-0.918835, -1.336127, 2.256479], [1.686699, 0.089266, 8.143849], [3.692355, 1.334330, 8.749247], [5.232485, 2.169631, 7.001586], [4.711707, 1.739459, 4.618495], [2.708310, 0.457352, 4.004599]], "atomic_forces_ev_per_a": [[-1.50, 0.01, 1.19], [-0.15, 0.44, 0.84], [3.95, -3.04, -1.88], [0.11, 0.00, 0.01], [-0.51, -0.28, -0.16], [-0.45, 0.88, 0.00], [0.17, 0.18, 0.09], [0.33, -0.17, 0.30], [-0.26, 0.12, 0.00], [0.17, -0.15, 0.03], [0.24, -0.13, 0.09], [-0.12, 0.08, 0.14], [-0.04, -0.01, 0.03], [-0.18, 0.10, -0.26], [0.50, -0.40, 0.10], [0.00, 0.06, -0.10], [-1.11, 0.45, -0.20], [0.82, 1.35, 1.15], [0.09, 0.38, 0.31], [-1.35, 0.65, -1.62], [-0.03, -0.04, -0.01], [-0.06, -0.09, -0.06], [0.00, -0.01, -0.01], [-0.02, -0.07, 0.01], [0.03, 0.06, -0.03], [0.01, 0.01, 0.00], [0.25, -0.10, -0.18], [-0.23, -0.14, -0.05], [-0.52, 0.44, 0.02], [0.45, -0.20, -0.06], [-0.27, 0.10, -0.05], [0.11, -0.02, 0.07], [0.06, -0.06, -0.01], [-0.11, 0.05, -0.07], [0.03, 0.00, 0.01], [0.05, 0.00, 0.07], [-0.01, -0.02, -0.01], [0.03, 0.02, 0.05], [-0.04, 0.02, -0.02], [-0.04, 0.05, 0.02], [0.01, 0.02, 0.00], [0.00, -0.02, -0.01], [-0.01, 0.00, -0.01], [0.01, -0.01, 0.01], [-0.06, -0.04, 0.06], [0.07, -0.02, 0.02], [0.27, 0.25, -0.14], [-0.02, -0.13, 0.80], [0.22, 0.16, -0.54], [-0.46, -0.27, 0.18], [0.16, 0.08, -0.12], [-0.11, -0.02, -0.01], [0.01, 0.02, -0.09], [0.08, 0.05, 0.04], [-0.03, -0.03, 0.02], [0.02, -0.06, 0.06], [-0.49, -0.49, -0.02], [-0.07, -0.08, 0.02], [-0.02, 0.01, 0.01], [0.00, 0.01, 0.00], [-0.01, -0.01, -0.02], [0.00, 0.02, -0.03]], "mulliken_charge": [0.683, -0.682, 2.120, -0.690, -0.524, -0.548, -0.866, 0.176, -0.660, -1.045, 0.842, -0.019, -0.209, -0.610, -0.166, -0.123, 0.557, -0.583, 0.061, 0.131, 0.307, 0.448, 0.351, 0.436, 0.354, 0.423, -0.204, -0.371, 0.006, 0.113, 0.309, -0.153, -0.686, -0.495, -0.557, -0.486, 0.127, 0.167, 0.254, 0.627, 0.358, 0.379, 0.366, 0.320, -0.390, 0.263, -0.152, 0.342, -0.137, 0.320, 0.585, -0.544, -0.779, -0.435, -0.780, 0.140, -0.327, 0.234, 0.369, 0.386, 0.386, 0.277], "s2": 2.021, "fmax_ev_per_a": 5.33, "relative_energy_kcal_mol": 113.7, "homo_ha": [-0.2813, -0.2815], "gap_ev": [6.19, 6.34], "multiplicity": 3}

{"formula": "C25H19Cl2N4NaS", "method": "wB97M-V/def2-TZVPD", "symbols": ["Na", "C", "N", "C", "C", "C", "C", "C", "N", "C", "C", "C", "C", "C", "C", "H", "H", "H", "H", "H", "H", "H", "H", "H", "H", "H", "S", "C", "N", "C", "C", "C", "C", "C", "C", "H", "H", "H", "H", "H", "Cl", "C", "C", "C", "C", "C", "Cl", "C", "N", "H", "H", "H"], "coordinates": [[-1.373975, -0.181192, -1.683130], [-0.668434, -0.707897, 1.809793], [-0.637626, 0.109944, 0.607980], [-0.684974, 1.374254, 0.779519], [-0.751732, 2.371777, -0.270184], [-0.657797, 3.753664, -0.063699], [-0.843408, 4.339251, -1.324702], [-1.060341, 3.266595, -2.202546], [-0.993378, 2.077190, -1.581818], [0.690120, -0.841656, 2.462198], [1.859374, -0.766453, 1.706737], [3.102430, -0.924261, 2.299181], [3.205859, -1.152068, 3.666409], [2.050015, -1.216942, 4.431009], [0.807022, -1.059995, 3.831641], [-1.025532, -1.700028, 1.518410], [-1.387130, -0.326661, 2.546441], [-0.710912, 1.808693, 1.792542], [-0.489227, 4.247653, 0.883621], [-0.858312, 5.392056, -1.569318], [-1.283636, 3.317560, -3.260977], [1.774811, -0.557444, 0.648231], [3.993542, -0.861252, 1.685324], [4.178403, -1.268862, 4.129881], [2.114507, -1.381897, 5.500576], [-0.093666, -1.105030, 4.434634], [3.572917, -1.715998, -1.544891], [1.854671, -1.610945, -1.801047], [1.379175, -0.456325, -2.085172], [2.404377, 0.500052, -2.098027], [2.206553, 1.867421, -2.291369], [3.310797, 2.693912, -2.245141], [4.591736, 2.175992, -2.004440], [4.794359, 0.828480, -1.792008], [3.678353, -0.012919, -1.832793], [1.229988, -2.492193, -1.711316], [1.201280, 2.247852, -2.429195], [3.174458, 3.759770, -2.374397], [5.438777, 2.851344, -1.966898], [5.782572, 0.438225, -1.584410], [-1.575785, -3.175074, -0.872830], [-3.303917, -2.744213, -0.596333], [-3.947014, -3.419607, 0.400431], [-5.299569, -3.172156, 0.690619], [-5.938830, -2.199406, -0.109517], [-5.294845, -1.523468, -1.102056], [-6.241378, -0.325512, -2.008644], [-3.842428, -1.658086, -1.523076], [-3.228555, -1.031614, -2.412560], [-3.394791, -4.162330, 0.971152], [-5.822519, -3.701059, 1.476112], [-6.986362, -1.969136, 0.070076]], "atomic_forces_ev_per_a": [[0.10, -0.18, -0.20], [0.02, -0.03, -0.08], [-0.10, 0.14, 0.05], [-0.03, 0.34, -0.19], [0.06, -0.24, 0.28], [0.00, 0.13, -0.11], [0.01, -0.03, 0.10], [0.05, -0.08, -0.04], [0.10, 0.44, 0.10], [0.06, -0.04, -0.01], [-0.06, 0.06, 0.00], [0.01, 0.00, 0.02], [0.00, 0.00, -0.05], [-0.01, 0.00, 0.01], [-0.03, -0.05, 0.01], [0.01, -0.01, 0.03], [0.04, 0.07, 0.00], [0.04, -0.09, 0.04], [0.00, 0.01, 0.00], [0.00, 0.00, 0.00], [0.00, 0.00, -0.01], [0.01, -0.01, 0.01], [0.01, 0.00, 0.01], [0.00, 0.00, 0.01], [0.00, 0.00, 0.00], [0.01, -0.01, 0.01], [0.10, -0.03, -0.01], [-0.34, -0.10, -0.13], [0.32, 0.22, 0.04], [-0.48, -0.36, 0.13], [0.12, 0.06, 0.00], [-0.03, -0.09, 0.01], [0.03, 0.14, -0.02], [-0.13, -0.14, 0.01], [0.26, 0.24, 0.00], [0.02, 0.00, 0.01], [0.00, -0.03, 0.00], [0.03, 0.01, 0.00], [0.00, -0.01, 0.00], [0.00, 0.00, 0.00], [-0.06, 0.00, 0.06], [0.14, 0.21, -0.26], [-0.06, -0.07, 0.09], [0.08, 0.08, -0.13], [-0.11, -0.06, 0.14], [0.21, 0.02, -0.16], [0.03, -0.06, 0.02], [-0.28, -0.43, 0.45], [-0.13, -0.03, -0.25], [0.00, 0.00, -0.01], [-0.01, 0.00, 0.01], [0.01, 0.01, -0.01]], "mulliken_charge": [0.617, -1.497, 0.204, -0.120, 0.347, -0.990, -0.428, -0.818, -0.341, 0.392, 0.404, -0.393, -0.465, -0.529, -0.496, 0.254, 0.375, 0.248, 0.434, 0.440, 0.444, 0.188, 0.358, 0.355, 0.348, 0.362, -0.235, -0.046, -0.130, -0.727, -0.295, -0.607, -0.290, -0.567, 1.035, 0.356, 0.358, 0.405, 0.351, 0.387, -0.286, 0.208, -0.323, -0.504, -0.443, 0.308, -0.331, -0.249, -0.980, 0.279, 0.342, 0.290], "fmax_ev_per_a": 0.69, "relative_energy_kcal_mol": 6.0, "homo_ha": 0.0365, "charge": -2, "gap_ev": 2.73}